No. 1
A molecular structure, C31H32Cl2CrN2O7P2, computed with ωB97M-V/def2-TZVPD.

Geometry as XYZ:
```
77
Properties=species:S:1:pos:R:3
Cr -0.59 -0.43 0.35
O -1.82 -2.16 0.21
C -0.86 -2.18 -0.60
C 0.01 -3.13 -1.18
C -0.34 -4.42 -1.65
C 0.58 -5.14 -2.37
C 1.85 -4.64 -2.66
C 2.22 -3.38 -2.17
C 1.32 -2.64 -1.42
P 1.49 -1.00 -0.68
C 1.90 0.09 -2.08
C 2.56 1.30 -1.88
C 2.70 2.19 -2.92
C 2.19 1.89 -4.18
C 1.54 0.69 -4.39
C 1.39 -0.21 -3.34
C 2.92 -0.94 0.43
C 3.02 0.15 1.29
C 4.09 0.24 2.18
C 5.05 -0.76 2.22
C 4.94 -1.86 1.37
C 3.88 -1.95 0.49
H -1.33 -4.82 -1.44
H 0.31 -6.13 -2.73
H 2.55 -5.22 -3.24
H 3.20 -2.98 -2.39
H 2.93 1.56 -0.89
H 3.19 3.14 -2.74
H 2.29 2.60 -4.99
H 1.14 0.45 -5.36
H 0.86 -1.14 -3.50
H 2.24 0.91 1.27
H 4.15 1.09 2.84
H 5.87 -0.69 2.91
H 5.67 -2.65 1.42
H 3.78 -2.83 -0.14
Cl -1.68 0.45 -1.78
C -0.97 2.06 -1.71
C -1.24 2.99 -2.69
C -0.64 4.24 -2.63
C 0.24 4.49 -1.57
C 0.50 3.54 -0.61
Cl 1.68 3.90 0.63
C -0.10 2.23 -0.58
N 0.14 1.32 0.32
H -1.91 2.73 -3.50
H -0.84 4.99 -3.38
H 0.74 5.45 -1.50
O 0.83 -2.81 1.69
N 0.63 -1.95 2.55
O 0.87 -2.10 3.73
O 0.14 -0.80 2.18
C -1.44 3.58 2.45
C -1.00 2.28 3.07
O -2.09 1.33 3.08
P -2.45 0.39 1.84
O -3.29 -0.76 2.60
C -2.60 -1.82 3.28
C -3.63 -2.67 3.98
O -3.68 1.20 1.19
C -4.49 0.53 0.23
C -4.97 1.54 -0.79
H -0.63 4.31 2.51
H -2.32 3.97 2.96
H -1.68 3.44 1.40
H -0.73 2.40 4.12
H -0.15 1.86 2.52
H -1.89 -1.40 3.99
H -2.05 -2.41 2.54
H -4.19 -2.09 4.70
H -3.14 -3.50 4.49
H -4.33 -3.09 3.25
H -5.33 0.07 0.76
H -3.93 -0.28 -0.25
H -5.54 2.33 -0.30
H -5.60 1.06 -1.53
H -4.11 1.99 -1.30
```

Calculated values
Energy relative to the best compared isomer or geometry (same formula, charge and spin) in kJ/mol: 0.00
Total charge: -1
Kohn-Sham gap (spin up / spin down) in eV: 5.9 / 6.1
LUMO energy (spin up / spin down) in eV: 2.700 / 2.640
Molar mass in g/mol: 729.45
Multiplicity: 4

These are the Löwdin partial charges, in e, on atoms 1 to 5:
1 Cr 0.340
2 O -0.089
3 C -0.431
4 C -0.243
5 C -0.027



No. 2
A molecular structure, C31H32ClMnN4O4S at a distorted geometry, computed with ωB97M-V/def2-TZVPD.

Geometry as XYZ:
```
74
Properties=species:S:1:pos:R:3
Mn 0.96 0.60 1.35
O 3.06 0.94 1.61
C 3.78 1.91 1.07
C 5.21 1.70 1.03
C 6.05 2.71 0.52
C 5.42 3.93 0.02
C 4.07 4.16 0.18
C 3.27 3.15 0.69
C 1.82 3.38 0.78
N 0.83 2.50 0.70
C -0.40 3.24 0.76
C -0.09 4.56 0.85
N 1.28 4.66 0.83
H 5.55 0.78 1.55
H 7.10 2.50 0.44
H 6.03 4.65 -0.54
H 3.65 5.09 -0.20
H -1.37 2.72 0.72
H -0.69 5.47 0.83
H 1.72 5.57 0.95
C -0.29 -3.74 3.81
C -1.15 -2.87 2.95
N -1.57 -1.62 3.56
C -0.78 -0.47 3.68
S 0.92 -0.58 3.43
N -1.39 0.65 4.10
C -2.35 0.68 5.23
C -1.96 -0.09 6.51
H -0.52 -4.78 3.47
H -0.71 -3.70 4.79
H 0.79 -3.46 3.67
H -2.01 -3.49 2.77
H -0.64 -2.58 2.03
H -2.57 -1.40 3.68
H -1.01 1.56 3.85
H -3.38 0.28 4.96
H -2.49 1.75 5.54
H -1.95 -1.20 6.39
H -2.71 0.11 7.27
H -1.01 0.22 6.91
C -0.91 0.36 0.76
C -1.87 -0.01 0.06
C -2.87 -0.34 -0.85
C -3.26 -1.67 -1.01
C -4.15 -1.99 -2.07
C -4.75 -0.95 -2.77
C -4.31 0.43 -2.63
C -3.54 0.75 -1.55
H -2.76 -2.44 -0.45
H -4.41 -3.03 -2.33
H -5.57 -1.23 -3.46
H -4.52 1.14 -3.43
H -3.27 1.78 -1.30
C 2.39 -0.07 -4.94
C 1.18 -0.89 -5.01
C 0.50 -1.11 -6.21
C -0.74 -1.82 -6.27
Cl -1.56 -1.68 -7.72
C -1.20 -2.45 -5.15
C -0.50 -2.28 -3.96
C 0.64 -1.52 -3.88
O 1.29 -1.31 -2.72
C 1.53 -2.35 -1.73
C 0.97 -1.89 -0.42
O 0.18 -2.57 0.21
O 1.54 -0.74 -0.09
H 2.28 0.88 -5.51
H 3.22 -0.57 -5.44
H 2.65 0.11 -3.90
H 0.85 -0.59 -7.14
H -2.24 -2.88 -5.14
H -0.87 -2.80 -3.10
H 2.63 -2.48 -1.60
H 0.94 -3.29 -2.00
```

Calculated values
Energy relative to the best compared isomer or geometry (same formula, charge and spin) in kJ/mol: 198.47
Kohn-Sham gap (spin up / spin down) in eV: 6.6 / 7.5
LUMO energy (spin up / spin down) in eV: -0.980 / -0.141
Molar mass in g/mol: 647.08
Multiplicity: 5

These are the Löwdin partial charges, in e, on atoms 1 to 5:
1 Mn 0.722
2 O -0.185
3 C -0.336
4 C -0.003
5 C -0.057



No. 3
A molecular structure, C31H32FI2N3OPtSbSe4, computed with ωB97M-V/def2-TZVPD.

Geometry as XYZ:
```
76
Properties=species:S:1:pos:R:3
Pt 0.01 -0.13 -0.07
I -2.58 1.44 6.99
C -2.16 1.46 4.95
C -3.20 1.54 4.03
C -2.90 1.55 2.68
I -4.42 1.60 1.27
C -1.58 1.47 2.20
O -1.31 1.46 0.93
C -0.55 1.37 3.17
C 0.85 1.21 2.68
N 1.04 -0.12 2.07
C 0.76 -1.22 2.99
C -0.63 -1.82 2.89
C -1.09 -2.72 3.84
C -2.37 -3.23 3.72
C -3.16 -2.82 2.65
C -2.62 -1.93 1.74
N -1.38 -1.45 1.86
C -0.85 1.37 4.52
H -4.22 1.60 4.36
H 1.07 1.95 1.90
H 1.56 1.35 3.51
H 2.00 -0.22 1.75
H 1.50 -2.01 2.81
H 0.89 -0.89 4.03
H -0.45 -3.01 4.67
H -2.75 -3.92 4.45
H -4.17 -3.19 2.53
H -3.17 -1.58 0.88
H -0.04 1.30 5.24
C 4.50 0.81 2.10
C 4.16 0.36 0.68
C 5.34 0.65 -0.25
C 3.75 -1.11 0.61
C 4.43 -2.06 1.36
C 4.06 -3.39 1.33
C 2.99 -3.78 0.54
C 2.28 -2.86 -0.23
C 1.16 -3.35 -1.13
C 1.70 -4.28 -2.22
C 0.06 -4.05 -0.33
C 2.65 -1.51 -0.18
N 1.87 -0.52 -0.83
C 2.32 -0.12 -2.08
C 3.14 -0.90 -2.91
C 3.53 -0.48 -4.17
C 3.10 0.74 -4.66
C 2.30 1.55 -3.87
C 1.93 1.12 -2.61
F 1.20 1.97 -1.84
H 4.56 1.90 2.14
H 5.46 0.41 2.43
H 3.75 0.49 2.83
H 3.31 0.94 0.32
H 6.21 0.05 0.05
H 5.62 1.70 -0.19
H 5.11 0.42 -1.29
H 5.26 -1.75 1.98
H 4.59 -4.13 1.92
H 2.70 -4.82 0.50
H 0.72 -2.48 -1.61
H 2.13 -5.18 -1.79
H 2.46 -3.79 -2.82
H 0.89 -4.58 -2.89
H 0.42 -4.98 0.13
H -0.77 -4.32 -0.99
H -0.33 -3.41 0.46
H 3.48 -1.85 -2.53
H 4.16 -1.12 -4.77
H 3.39 1.08 -5.65
H 1.93 2.51 -4.19
Se -1.12 3.60 -0.56
Sb -2.09 2.02 -2.22
Se -1.64 -0.36 -1.85
Se -4.48 2.42 -2.56
Se -1.67 2.83 -4.44
```

Calculated values
Total charge: -1
Kohn-Sham gap (spin up / spin down) in eV: 5.9 / 6.0
LUMO energy (spin up / spin down) in eV: 1.963 / 0.907
Molar mass in g/mol: 1368.10
Multiplicity: 5

These are the Löwdin partial charges, in e, on atoms 1 to 5:
1 Pt 0.836
2 I 0.808
3 C -0.762
4 C -0.233
5 C -0.631



- Number 1 is which compound?
  C31H32Cl2CrN2O7P2



- multiplicity of number 2 (C31H32ClMnN4O4S)?
  5



- What is the multiplicity in the first record?
  4